# 1
# C22H17N3O3

A single C22H17N3O3 molecule at a distorted geometry (ωB97M-V/def2-TZVPD, OMol25).

Each line ends with the Löwdin charge.
Atoms and positions in Å:
O  0.418  -2.871  0.705  0.0960
C  0.621  -1.692  0.951  -0.3804
N  -0.266  -0.758  0.497  -0.0242
N  -0.266  0.553  0.793  0.1615
C  -1.257  1.139  0.229  -0.2237
C  -1.485  2.561  0.349  -0.1640
C  -0.622  3.337  1.128  -0.0169
C  -0.824  4.696  1.248  -0.0765
C  -1.886  5.304  0.597  -0.0862
C  -2.746  4.544  -0.178  -0.0821
C  -2.552  3.181  -0.303  -0.0272
H  -3.226  2.600  -0.913  0.1074
H  -3.573  5.016  -0.688  0.1028
H  -2.043  6.369  0.691  0.1014
H  -0.151  5.289  1.851  0.1036
H  0.200  2.848  1.628  0.1095
C  -2.135  0.187  -0.562  -0.0368
H  -3.162  0.198  -0.195  0.1259
H  -2.132  0.456  -1.618  0.1237
C  -1.442  -1.160  -0.301  -0.1648
C  -1.036  -1.938  -1.523  -0.1125
C  -1.774  -3.053  -1.901  -0.0129
C  -1.389  -3.842  -2.969  -0.0592
C  -0.231  -3.550  -3.672  -0.0614
C  0.523  -2.451  -3.312  0.0104
C  0.108  -1.641  -2.264  -0.1020
N  0.919  -0.478  -1.993  -0.3355
O  2.116  -0.640  -1.905  0.1083
O  0.356  0.598  -1.934  0.0981
H  1.434  -2.202  -3.834  0.1239
H  0.086  -4.178  -4.490  0.1075
H  -1.983  -4.702  -3.240  0.1075
H  -2.655  -3.314  -1.333  0.1202
H  -2.062  -1.817  0.322  0.1577
C  1.792  -1.207  1.717  -0.1298
C  2.418  0.009  1.462  -0.0336
C  3.535  0.371  2.194  -0.0728
C  4.032  -0.467  3.179  -0.0848
C  3.419  -1.685  3.425  -0.0789
C  2.310  -2.058  2.691  -0.0182
H  1.826  -3.009  2.857  0.1166
H  3.810  -2.345  4.185  0.1021
H  4.902  -0.175  3.748  0.1013
H  4.024  1.312  1.990  0.1032
H  2.050  0.664  0.690  0.0959

Summary:
Energy relative to the best compared isomer or geometry (same formula, charge and spin), kcal per mole: 83.37
Frontier orbital gap, eV: 8.2
HOMO, eV: -8.29
SMILES: O=C(c1ccccc1)N1N=C(c2ccccc2)C[C@H]1c1ccccc1[N+](=O)[O-]

***

# 2
# C22H18F18N3O10

4 unconnected molecules or ions with the total composition C22H18F18N3O10 at a distorted geometry (ωB97M-V/def2-TZVPD, OMol25).

Each line ends with the Löwdin charge.
Atoms and positions in Å:
C  -1.861  6.267  -7.325  -0.0068
C  -1.108  4.866  -7.426  -0.3609
C  -2.158  3.904  -8.109  -0.1705
N  -2.599  2.932  -8.520  0.1828
O  0.046  5.098  -8.275  -0.0370
N  -0.248  4.508  -9.509  -0.0328
O  0.729  4.088  -10.004  0.0916
C  -0.703  4.316  -5.981  -0.1155
C  -2.040  3.899  -5.319  -0.1721
N  -3.040  3.650  -4.826  0.2050
C  -0.163  5.557  -5.095  -0.6415
O  0.605  6.409  -5.551  -0.0044
O  -0.602  5.668  -3.884  -0.0635
C  0.364  3.153  -6.048  -0.2826
F  0.325  2.449  -7.250  0.0995
F  1.601  3.792  -6.075  0.1052
C  0.419  2.201  -4.788  -0.2609
F  1.737  1.745  -4.715  0.0987
F  0.231  2.875  -3.606  0.1436
C  -0.480  0.901  -4.861  -0.2741
F  -1.498  0.945  -5.772  0.1310
F  0.320  -0.177  -5.202  0.1125
C  -1.150  0.500  -3.468  -0.4440
F  -2.091  1.396  -3.081  0.1569
F  -1.712  -0.747  -3.635  0.1273
F  -0.214  0.344  -2.482  0.1318
H  -2.279  6.440  -8.360  0.0932
H  -2.739  6.224  -6.634  0.1031
H  -1.160  7.109  -7.124  0.0953
C  0.192  -2.191  0.838  -0.0452
C  0.201  -0.722  0.468  -0.1933
O  0.034  0.100  1.638  0.0392
C  1.127  0.304  2.374  -0.3881
O  2.210  -0.148  2.132  0.1627
C  0.809  1.230  3.550  -0.5232
F  -0.330  0.883  4.179  0.1503
F  0.657  2.503  3.148  0.1667
F  1.778  1.228  4.478  0.1533
H  -0.712  -2.440  1.395  0.0622
H  0.240  -2.813  -0.057  0.0880
H  1.040  -2.442  1.478  0.0744
H  -0.640  -0.502  -0.188  0.1151
H  1.110  -0.447  -0.071  0.1265
C  -1.866  -3.027  7.308  -0.0573
C  -2.626  -2.030  6.457  -0.1976
O  -2.613  -2.422  5.075  0.0288
C  -3.499  -3.359  4.719  -0.3826
O  -4.279  -3.880  5.464  0.1678
C  -3.397  -3.636  3.219  -0.5231
F  -2.121  -3.771  2.815  0.1513
F  -3.931  -2.637  2.494  0.1640
F  -4.037  -4.756  2.859  0.1646
H  -0.852  -3.163  6.925  0.0753
H  -1.811  -2.686  8.343  0.0828
H  -2.347  -4.006  7.291  0.0781
H  -2.140  -1.055  6.507  0.1246
H  -3.651  -1.897  6.809  0.1261
C  4.809  -1.952  4.959  -0.0559
C  5.167  -3.422  5.006  -0.1999
O  4.099  -4.188  5.590  0.0251
C  3.078  -4.488  4.778  -0.3850
O  3.002  -4.163  3.628  0.1734
C  2.045  -5.339  5.517  -0.5244
F  1.766  -4.853  6.742  0.1509
F  2.480  -6.602  5.691  0.1590
F  0.882  -5.415  4.859  0.1628
H  4.534  -1.593  5.953  0.0842
H  5.648  -1.362  4.588  0.0858
H  3.950  -1.777  4.308  0.0719
H  6.040  -3.570  5.643  0.1234
H  5.422  -3.807  4.016  0.1264

Summary:
Energy relative to the best compared isomer or geometry (same formula, charge and spin), kcal per mole: 0.00
Frontier orbital gap, eV: 7.1
HOMO, eV: -5.35
Total charge: -1

***

# 3
# C22H18GaN5PS2Se2

A molecular structure, C22H18GaN5PS2Se2 (ωB97M-V/def2-TZVPD, OMol25).

Each line ends with the Löwdin charge.
Atoms and positions in Å:
Ga  0.848  0.891  -0.972  -0.0494
Se  1.014  0.805  1.587  0.5265
P  -0.271  -0.917  1.296  0.3224
Se  -0.420  -1.176  -0.895  0.5303
C  0.406  -2.409  2.031  -0.3998
C  -0.239  -3.625  1.799  -0.0899
C  0.259  -4.783  2.369  -0.0602
C  1.397  -4.730  3.167  -0.0573
C  2.036  -3.522  3.397  -0.0582
C  1.543  -2.354  2.828  -0.0945
C  -1.923  -0.645  1.969  -0.3991
C  -2.095  0.207  3.057  -0.1053
C  -3.358  0.373  3.608  -0.0627
C  -4.444  -0.306  3.074  -0.0597
C  -4.273  -1.156  1.988  -0.0602
C  -3.015  -1.325  1.432  -0.1049
H  -1.122  -3.672  1.172  0.1005
H  -0.237  -5.728  2.189  0.1136
H  1.786  -5.638  3.609  0.1136
H  2.922  -3.483  4.017  0.1141
H  2.047  -1.412  2.997  0.0654
H  -1.246  0.731  3.476  0.0831
H  -3.493  1.031  4.457  0.1130
H  -5.428  -0.173  3.503  0.1131
H  -5.122  -1.682  1.569  0.1138
H  -2.894  -1.969  0.569  0.0810
C  2.085  -1.070  -3.771  -0.0542
C  1.226  0.125  -4.033  -0.5874
N  0.673  0.875  -3.112  -0.0231
C  -0.027  1.935  -3.635  -0.3076
C  -0.029  1.993  -4.985  -0.2942
S  0.875  0.685  -5.609  1.1569
C  -0.614  2.842  -2.653  -0.2903
C  -1.392  3.920  -2.880  -0.2977
S  -1.804  4.649  -1.399  1.1716
C  -0.908  3.497  -0.528  -0.5741
N  -0.338  2.598  -1.309  0.0313
C  -0.856  3.583  0.960  -0.0920
H  2.115  -1.287  -2.707  0.0523
H  3.103  -0.888  -4.116  0.0988
H  1.704  -1.944  -4.298  0.0945
H  -0.490  2.722  -5.632  0.0929
H  -1.740  4.306  -3.825  0.0963
H  -1.401  4.462  1.300  0.0832
H  0.171  3.657  1.307  0.0721
H  -1.298  2.697  1.410  0.0592
N  6.759  1.858  -3.230  0.1221
C  5.940  1.642  -2.444  -0.3501
N  5.057  1.383  -1.500  0.1221
C  3.836  1.278  -1.399  -0.2703
N  2.680  1.146  -1.208  0.0986

Summary:
Energy relative to the best compared isomer or geometry (same formula, charge and spin), kcal per mole: 0.00
Frontier orbital gap, eV: 8.5
HOMO, eV: -11.54
Total charge: +1

***

# 4
# C22H18IrN2O8

A molecular structure, C22H18IrN2O8 (ωB97M-V/def2-TZVPD, OMol25).

Each line ends with the Löwdin charge.
Atoms and positions in Å:
Ir  0.446  0.824  -0.014  1.5290
O  2.773  -3.197  2.681  0.0465
C  3.810  -2.496  2.190  -0.2714
C  5.094  -2.991  2.417  -0.0266
C  6.197  -2.322  1.922  -0.0981
C  6.048  -1.148  1.190  -0.0979
C  4.779  -0.647  0.973  -0.0132
C  3.652  -1.300  1.470  -0.0702
C  2.324  -0.713  1.217  -0.4099
O  2.266  0.494  0.762  -0.1328
N  1.256  -1.419  1.519  0.0717
N  0.120  -0.667  1.265  -0.1393
C  -1.019  -1.098  1.653  -0.0563
C  -2.130  -0.169  1.696  -0.1692
C  -3.432  -0.656  1.858  -0.0698
C  -4.516  0.186  1.972  -0.1270
C  -4.286  1.566  1.950  -0.1072
C  -3.017  2.076  1.815  -0.0273
C  -1.874  1.245  1.679  -0.3828
O  -0.706  1.816  1.574  -0.1785
H  1.946  -2.751  2.370  0.0623
H  5.194  -3.910  2.978  0.1100
H  7.187  -2.726  2.102  0.0959
H  6.913  -0.635  0.791  0.0938
H  4.623  0.260  0.405  0.1216
H  -1.095  -2.109  2.047  0.1365
H  -3.575  -1.732  1.890  0.1068
H  -5.517  -0.210  2.084  0.0862
H  -5.124  2.250  2.042  0.0943
H  -2.843  3.145  1.801  0.1105
O  0.669  -1.829  -3.166  0.0644
C  0.379  -0.875  -2.470  -0.5722
O  0.947  -0.631  -1.325  -0.1294
C  -0.810  0.008  -2.862  -0.0882
C  -1.850  0.005  -1.719  -0.2204
C  -3.214  0.481  -2.197  -0.0803
C  -2.940  1.989  -2.445  -0.0790
C  -1.482  2.131  -2.008  -0.2234
O  -1.417  1.153  -0.932  -0.2294
C  -0.515  1.534  -3.022  -0.1064
C  0.938  1.942  -2.712  -0.6145
O  1.699  2.128  -3.647  0.0557
O  1.226  2.115  -1.468  -0.1496
H  -1.235  -0.396  -3.778  0.1509
H  -1.842  -0.873  -1.080  0.1570
H  -3.534  -0.054  -3.090  0.1174
H  -3.956  0.339  -1.412  0.1118
H  -3.062  2.280  -3.487  0.1163
H  -3.589  2.613  -1.833  0.1128
H  -1.189  3.099  -1.613  0.1676
H  -0.719  1.876  -4.035  0.1513

Summary:
Energy relative to the best compared isomer or geometry (same formula, charge and spin), kcal per mole: 0.00
Frontier orbital gap, eV: 7.4
HOMO, eV: -4.95
Total charge: -1